The following is a DFT calculation (the ωB97M-V functional and the def2-TZVPD basis) of a 2-piece molecular cluster, C9H23N2O2P overall.

Summary:
LUMO (alpha / beta): -10.459 / -9.286 eV
Charge: +2
E_HOMO (alpha / beta): -16.57 / -17.01 eV

Each line ends with the Mulliken charge.
Positions of all 37 atoms, in Å:
P1 -0.282 -0.993 -1.515  0.45
O1 0.344 0.148 -0.632  -0.25
O2 1.031 -1.164 -2.401  -0.32
N1 -2.069 -0.036 2.016  -0.40
N2 -3.591 1.398 4.322  -0.17
C1 -3.481 -0.052 2.196  -0.54
C2 2.189 0.813 -3.077  -2.01
C3 -1.574 -0.299 -2.631  -1.08
C4 1.802 -0.012 -0.554  0.86
C5 2.053 -1.239 0.301  -1.62
C6 2.284 1.346 -0.033  -1.46
C7 3.472 -1.297 -2.112  -1.47
C8 -3.791 0.127 3.783  -0.49
C9 2.194 -0.328 -2.067  1.64
H1 1.751 2.045 -0.573  0.45
H2 -2.965 -0.433 4.152  0.40
H3 1.929 1.552 1.055  0.34
H4 -1.258 0.549 -3.058  0.40
H5 -2.486 0.020 -2.196  0.40
H6 -1.678 -0.953 2.206  0.29
H7 2.983 -1.247 0.638  0.56
H8 3.442 1.261 -0.005  0.32
H9 -2.747 1.866 4.107  0.25
H10 4.153 -1.103 -1.340  0.43
H11 -4.462 1.920 4.415  0.31
H12 -3.848 0.734 1.654  0.37
H13 -1.904 -0.910 -3.343  0.49
H14 3.130 -2.268 -2.128  0.39
H15 -4.918 -0.084 3.931  0.37
H16 2.074 0.319 -4.046  0.45
H17 1.806 -2.224 -0.080  0.35
H18 1.484 1.488 -2.667  0.47
H19 3.088 1.241 -3.079  0.54
H20 4.061 -0.868 -3.034  0.36
H21 -3.958 -0.901 1.960  0.44
H22 1.372 -1.084 1.243  0.29
H23 -1.632 0.665 2.589  0.20


The following is a DFT calculation (the ωB97M-V functional and the def2-TZVPD basis) of one molecule with the formula C4H10NS.

Summary:
LUMO (alpha / beta): 1.023 / -1.845 eV
2S+1: 2
E_HOMO (alpha / beta): -8.76 / -8.66 eV
ΔE to the lowest compared entry with this formula, charge and spin: 2.16 kcal per mole
<S²>: 0.753

Each line ends with the Mulliken spin population.
Positions of all 16 atoms, in Å:
S1 2.509 0.058 -1.634  0.99
N1 -0.942 -0.038 0.612  0.01
C1 1.305 -0.346 -0.283  -0.04
C2 -0.556 0.479 -1.751  0.02
C3 -0.600 -0.246 2.009  0.00
C4 0.029 0.503 -0.328  0.00
H1 -0.576 -0.519 -2.170  0.00
H2 0.183 1.562 -0.099  0.00
H3 0.183 1.045 -2.325  -0.02
H4 -0.583 0.712 2.543  0.00
H5 1.887 -0.322 0.640  0.04
H6 0.995 -1.385 -0.391  0.00
H7 0.378 -0.727 2.166  0.00
H8 -1.520 0.980 -1.755  0.00
H9 -1.310 -0.923 0.286  0.00
H10 -1.382 -0.832 2.481  0.00


The following is a DFT calculation (the ωB97M-V functional and the def2-TZVPD basis) of C13H30BI2IrO3P2 as an isolated structure.

Summary:
LUMO (alpha / beta): -6.859 / -10.609 eV
2S+1: 5
Charge: +2
E_HOMO (alpha / beta): -13.09 / -15.91 eV
ΔE to the lowest compared entry with this formula, charge and spin: 6.62 kcal per mole
<S²>: 6.024

Each line ends with the Mulliken spin population.
Positions of all 52 atoms, in Å:
Ir1 0.264 -1.092 -1.309  1.16
I1 2.544 0.403 -2.332  1.13
I2 -0.822 -3.550 -2.656  0.79
P1 2.068 -2.060 -0.209  0.27
P2 -0.732 0.336 -2.846  0.24
O1 -2.036 -2.490 0.093  0.08
O2 -0.707 -0.433 1.423  0.14
O3 0.183 1.486 0.466  0.07
C1 -0.840 0.601 2.411  0.01
C2 -1.925 2.501 1.035  0.00
C3 -0.532 2.121 -2.552  0.04
C4 1.428 -3.312 0.939  0.03
C5 -0.619 1.929 1.577  0.01
C6 3.016 -0.948 0.879  0.03
C7 -2.202 0.421 3.057  0.00
C8 0.213 0.390 3.485  0.00
C9 -2.528 0.090 -2.746  0.04
C10 0.133 3.048 2.274  0.00
C11 -1.150 -2.026 -0.494  0.03
C12 -0.282 0.012 -4.574  0.02
C13 3.259 -2.921 -1.262  0.02
B1 -0.039 0.124 0.312  -0.17
H1 -2.852 0.148 -1.700  0.00
H2 0.147 -0.632 3.876  0.00
H3 1.020 -4.145 0.359  0.00
H4 0.520 2.407 -2.643  0.01
H5 0.808 0.054 -4.669  -0.01
H6 -2.522 1.745 0.508  0.00
H7 0.264 3.889 1.585  0.00
H8 1.120 2.750 2.634  0.00
H9 0.036 1.076 4.321  0.00
H10 3.621 -2.244 -2.043  0.01
H11 -0.722 0.774 -5.232  0.01
H12 3.366 -0.074 0.319  0.00
H13 -2.246 -0.560 3.547  0.00
H14 4.107 -3.268 -0.655  0.01
H15 -0.629 -0.990 -4.846  0.00
H16 -0.863 2.377 -1.541  0.00
H17 0.637 -2.874 1.559  0.00
H18 -0.463 3.401 3.124  0.00
H19 -2.375 1.187 3.820  0.00
H20 -3.029 0.873 -3.328  0.02
H21 2.245 -3.665 1.579  0.01
H22 3.881 -1.496 1.271  0.01
H23 -1.706 3.322 0.345  0.00
H24 -3.014 0.460 2.322  0.00
H25 -2.524 2.909 1.858  0.00
H26 2.755 -3.778 -1.728  0.00
H27 -1.128 2.674 -3.290  0.01
H28 2.389 -0.608 1.711  0.00
H29 1.235 0.554 3.113  0.00
H30 -2.774 -0.897 -3.147  0.00


The following is a DFT calculation (the ωB97M-V functional and the def2-TZVPD basis) of one molecule with the formula C2H5NO3.

Summary:
LUMO: 0.430 eV
E_HOMO: -9.37 eV
ΔE to the lowest compared entry with this formula, charge and spin: 98.80 kcal per mole

Each line ends with the Mulliken charge.
Positions of all 11 atoms, in Å:
O1 2.486 -0.713 -0.340  -0.34
O2 -0.296 1.428 0.271  -0.37
O3 -1.632 -1.361 0.238  -0.50
N1 0.202 0.115 0.578  -0.35
C1 -0.308 -0.994 -0.146  -0.24
C2 1.930 0.189 0.111  0.15
H1 -0.549 1.460 -0.647  0.33
H2 -2.056 -0.607 0.614  0.31
H3 0.298 -1.894 0.144  0.25
H4 2.054 1.145 0.380  0.45
H5 -0.265 -0.933 -1.228  0.33


The following is a DFT calculation (the ωB97M-V functional and the def2-TZVPD basis) of a 2-piece molecular cluster, C6H9N overall.

Summary:
LUMO (alpha / beta): 0.539 / 0.539 eV
E_HOMO (alpha / beta): -8.35 / -8.35 eV
ΔE to the lowest compared entry with this formula, charge and spin: 166.22 kcal per mole

Each line ends with the Mulliken charge.
Positions of all 16 atoms, in Å:
N1 0.702 0.625 -2.244  -0.37
C1 -1.676 1.249 -1.435  -1.05
C2 1.137 -1.505 1.605  -0.83
C3 -0.127 1.131 -1.350  0.45
C4 1.166 -0.140 -1.213  -0.32
C5 -0.074 -0.687 1.214  -0.66
C6 0.748 0.801 -0.185  -0.13
H1 0.655 -2.444 1.876  0.31
H2 1.322 1.488 0.383  0.38
H3 -2.005 1.828 -2.270  0.38
H4 1.914 -1.520 0.829  0.29
H5 1.607 -1.026 2.500  0.25
H6 -0.718 -1.188 0.438  0.33
H7 -2.171 1.289 -0.395  0.26
H8 -0.457 -0.136 2.039  0.42
H9 -2.023 0.233 -1.792  0.28


The following is a DFT calculation (the ωB97M-V functional and the def2-TZVPD basis) of an isolated ion of composition C6H12N3O2 and charge +1.

Summary:
LUMO: -3.711 eV
Charge: +1
E_HOMO: -13.59 eV
ΔE to the lowest compared entry with this formula, charge and spin: 80.29 kcal per mole

Each line ends with the Mulliken charge.
Positions of all 23 atoms, in Å:
O1 -0.376 2.280 0.070  -0.45
O2 -2.223 -1.925 0.041  -0.33
N1 0.386 -1.068 0.601  -0.87
N2 -1.630 0.368 0.035  0.04
N3 0.765 0.219 0.172  0.55
C1 1.669 0.804 1.195  -0.74
C2 -2.912 1.062 -0.131  -0.97
C3 0.987 -2.222 0.006  -0.89
C4 -0.479 1.104 0.100  0.66
C5 -1.586 -0.959 0.109  0.57
C6 1.385 0.340 -1.176  -1.01
H1 1.799 1.870 1.017  0.38
H2 0.705 -0.035 -1.942  0.40
H3 2.015 -2.322 0.365  0.39
H4 2.311 -0.232 -1.203  0.45
H5 -3.633 0.672 0.585  0.35
H6 0.419 -3.072 0.381  0.32
H7 -3.292 0.912 -1.141  0.36
H8 0.978 -2.249 -1.087  0.35
H9 -2.748 2.124 0.046  0.38
H10 1.605 1.389 -1.374  0.38
H11 2.631 0.297 1.152  0.35
H12 1.228 0.641 2.177  0.34


The following is a DFT calculation (the ωB97M-V functional and the def2-TZVPD basis) of an isolated ion of composition C7H17N4O and charge +1.

Summary:
LUMO: -2.834 eV
Charge: +1
E_HOMO: -11.70 eV
ΔE to the lowest compared entry with this formula, charge and spin: 73.72 kcal per mole

Each line ends with the Mulliken charge.
Positions of all 29 atoms, in Å:
O1 -0.175 -0.545 3.496  -0.54
N1 0.492 0.967 1.039  -0.35
N2 -0.428 0.706 -1.194  0.24
N3 -0.123 -0.027 -2.350  -0.20
N4 -1.969 1.332 0.405  -0.23
C1 0.593 -1.011 2.390  0.49
C2 0.872 0.624 -3.181  -1.01
C3 0.872 -2.536 2.499  -1.40
C4 0.018 -1.418 -2.152  -1.03
C5 0.662 1.322 -0.355  -0.93
C6 -1.651 0.681 -0.746  -0.01
C7 0.837 -0.331 1.293  -0.14
H1 -0.008 -1.787 -3.123  0.45
H2 1.376 -2.992 3.303  0.44
H3 0.872 0.019 -4.107  0.37
H4 0.635 2.340 -0.484  0.43
H5 0.539 1.606 -3.408  0.38
H6 0.915 -1.782 -1.659  0.33
H7 -2.496 0.199 -1.168  0.47
H8 -0.181 -2.801 2.452  0.39
H9 1.328 -0.808 0.435  0.14
H10 -2.964 1.461 0.682  0.25
H11 -0.794 -1.828 -1.611  0.37
H12 -1.150 1.635 0.937  0.26
H13 0.820 1.658 1.645  0.27
H14 -0.053 -1.212 4.226  0.36
H15 1.626 0.996 -0.736  0.54
H16 1.360 -2.828 1.570  0.29
H17 1.892 0.666 -2.887  0.36